Entry 1:
# C42H97N3O8

A 8-piece molecular cluster, C42H97N3O8 overall at a distorted geometry (ωB97M-V with the def2-TZVPD basis set, OMol25).

Kohn-Sham gap in eV: 8.7
LUMO in eV: 0.53
E in Eh: -2424.47007
Highest occupied orbital energy in eV: -8.166
SMILES: CC1(C)CCCC(C)(C)N1O.CC1(C)CCCC(C)(C)N1O.CC1(C)CCCC(C)(C)N1O.CC(C)O.CC(C)O.CC(C)O.CC(C)O.CC(C)O

```
! RIJCOSX wB97M-V def2-TZVPD def2/J DEFGRID3
* xyz 0 1
C -2.2331 5.7063 -2.5016
C -3.0642 4.4157 -2.5771
C -4.0673 4.3229 -1.4279
C -3.8056 4.5369 -3.9067
C -4.3304 3.2066 -4.4673
C -3.1311 2.2862 -4.5906
C -2.4060 2.0223 -3.2871
C -3.2563 1.0043 -2.4919
C -1.0816 1.3153 -3.6138
N -2.1269 3.2661 -2.5752
O -1.4856 3.1076 -1.3326
H -1.5719 5.8160 -3.3609
H -2.8653 6.5851 -2.3757
H -1.5546 5.7292 -1.6404
H -5.0878 4.0239 -1.6721
H -3.7418 3.7430 -0.5596
H -4.2072 5.2811 -0.9072
H -4.6937 5.1493 -3.7301
H -3.1833 4.9712 -4.6876
H -5.1097 2.7213 -3.8711
H -4.8570 3.3421 -5.4146
H -2.3961 2.6567 -5.3122
H -3.6065 1.3550 -4.9100
H -3.4915 0.1008 -3.0510
H -4.2335 1.4355 -2.2422
H -2.7857 0.7977 -1.5298
H -0.4939 0.9094 -2.7920
H -0.5047 2.1129 -4.1048
H -1.0984 0.5490 -4.3927
H -0.7061 3.6594 -1.4655
C 3.2442 -0.7987 -3.4779
C 3.7133 -1.4508 -4.7877
C 4.3802 -2.8052 -4.4625
C 2.4430 -1.6855 -5.6372
C 2.7148 -1.8923 -7.1132
C 3.6008 -0.7747 -7.6734
C 4.9037 -0.6023 -6.9052
C 5.8915 -1.6981 -7.2644
C 5.4939 0.7384 -7.3550
N 4.6077 -0.4913 -5.4559
O 5.7648 -0.2373 -4.6955
H 2.5826 -1.4520 -2.9078
H 4.0868 -0.6134 -2.8025
H 2.8158 0.1974 -3.6075
H 4.5118 -3.3559 -5.3991
H 5.3893 -2.6650 -4.0805
H 3.7011 -3.3980 -3.8526
H 2.1024 -2.6839 -5.3416
H 1.7176 -0.9124 -5.3945
H 3.0813 -2.8888 -7.3623
H 1.7047 -1.8699 -7.5388
H 3.0199 0.1469 -7.7266
H 3.8834 -1.0938 -8.6795
H 5.6384 -2.7516 -7.1352
H 6.7803 -1.5127 -6.6508
H 6.2466 -1.6673 -8.2990
H 4.9142 1.6216 -7.0878
H 5.4798 0.7450 -8.4511
H 6.5405 0.8794 -7.0844
H 5.5442 0.5847 -4.2452
C -1.6407 -0.4272 4.1735
C -2.6032 -0.1148 5.3374
C -2.7721 -1.3673 6.1924
C -1.9452 1.0140 6.1899
C -2.0611 2.3686 5.5304
C -3.5323 2.7123 5.2666
C -4.2017 1.6724 4.3636
C -5.7218 1.8640 4.4945
C -3.7776 1.9017 2.9074
N -3.9359 0.3162 4.8354
O -4.5419 -0.6719 4.0475
H -1.3938 0.4595 3.5892
H -0.6687 -0.8066 4.5009
H -2.0491 -1.1696 3.4834
H -3.3217 -2.0918 5.5863
H -1.8016 -1.8023 6.4209
H -3.3638 -1.1389 7.0790
H -2.4210 0.9582 7.1705
H -0.8748 0.8348 6.3044
H -1.7934 3.0799 6.3211
H -1.4480 2.5357 4.6517
H -3.6892 3.6920 4.8124
H -4.0465 2.7685 6.2300
H -6.1440 1.5636 5.4534
H -6.1733 1.2679 3.6963
H -6.0803 2.8838 4.3286
H -2.6859 1.9505 2.8459
H -3.9944 2.9112 2.5378
H -4.1681 1.1896 2.1836
H -5.1411 -1.1352 4.6447
C 5.9322 0.5574 3.1375
C 4.9301 -0.0203 2.1434
C 5.3972 -1.2649 1.4143
O 3.7336 -0.3625 2.8965
H 6.0060 -0.0052 4.0634
H 5.7482 1.6229 3.2806
H 6.9271 0.5450 2.6724
H 4.4931 0.7296 1.4761
H 4.6026 -1.5258 0.7160
H 5.5735 -2.0665 2.1291
H 6.3100 -1.0051 0.8801
H 3.1832 0.4062 3.0794
C 0.8216 3.7824 3.3771
C 1.9229 2.7912 3.7034
C 1.3460 1.6783 4.5732
O 2.4415 2.2619 2.4950
H -0.0672 3.2497 3.0430
H 1.1529 4.5113 2.6334
H 0.6650 4.4345 4.2433
H 2.7543 3.2879 4.2086
H 2.0651 0.9066 4.8586
H 0.5619 1.1853 3.9993
H 0.8963 2.0459 5.4972
H 1.7659 1.8716 1.9150
C 0.2489 -5.6606 3.9783
C 0.6241 -4.2556 3.5366
C 1.5351 -3.5337 4.5235
O 1.2383 -4.2491 2.2536
H -0.3039 -6.2043 3.2150
H -0.3120 -5.6545 4.9163
H 1.1661 -6.2096 4.2169
H -0.3091 -3.6797 3.4328
H 2.5085 -4.0339 4.5354
H 1.1647 -3.5722 5.5488
H 1.7271 -2.5037 4.2255
H 0.5063 -4.2832 1.6135
C -1.1532 0.3124 0.4675
C -0.0924 -0.6557 0.9942
C 0.4310 -1.4522 -0.2204
O 0.9623 0.1664 1.4680
H -2.1122 -0.1824 0.2993
H -0.8338 0.7616 -0.4702
H -1.3316 1.1231 1.1770
H -0.4461 -1.3717 1.7374
H 0.8984 -0.9295 -1.0535
H -0.3321 -2.1153 -0.6341
H 1.1978 -2.1021 0.2211
H 1.8089 -0.3061 1.5156
C -2.7917 -5.9475 -0.4261
C -2.0812 -4.6359 -0.2653
C -2.8575 -3.5273 0.4008
O -0.9014 -4.8526 0.5779
H -3.3236 -6.2926 0.4681
H -2.0826 -6.7716 -0.5500
H -3.5074 -5.9371 -1.2488
H -1.6285 -4.3066 -1.2083
H -3.3720 -4.0055 1.2434
H -3.6936 -3.2488 -0.2475
H -2.3207 -2.6658 0.7813
H -0.7228 -5.7941 0.6284
*
```

Entry 2:
# C53H41F9NP3TeW

C53H41F9NP3TeW as an isolated structure at a distorted geometry (ωB97M-V with the def2-TZVPD basis set, OMol25).

Kohn-Sham gap (alpha / beta) in eV: 5.9 / 6.4
LUMO (alpha / beta) in eV: -6.90 / -6.85
E in Eh: -4356.46321
Highest occupied orbital energy (alpha / beta) in eV: -12.748 / -13.245

```
! RIJCOSX wB97M-V def2-TZVPD def2/J DEFGRID3
* xyz 2 3
W 0.4209 -1.1467 -0.0398
C 3.2286 1.3037 -0.4207
N 2.1483 2.0947 -0.9751
C 1.4913 1.5969 -2.1853
P 1.0115 -0.1872 -2.2221
C -0.2808 -0.1735 -3.4932
C -1.6096 -0.4126 -3.1502
C -2.6058 -0.3500 -4.1164
C -2.2717 -0.0420 -5.4269
C -0.9458 0.1930 -5.7756
C 0.0525 0.1202 -4.8161
C 2.3915 -1.0708 -3.0295
C 2.1810 -2.4174 -3.3450
C 3.1479 -3.1433 -4.0188
C 4.3402 -2.5315 -4.3935
C 4.5464 -1.1913 -4.1111
C 3.5728 -0.4588 -3.4379
C 2.3579 3.5191 -0.9980
C 3.6270 4.0737 -1.1105
C 3.7849 5.4564 -1.0993
C 2.6810 6.2866 -0.9926
C 1.4111 5.7292 -0.8906
C 1.2513 4.3526 -0.8867
P 2.4977 -0.0270 0.5918
C 1.5297 0.8386 1.8461
C 1.5778 2.2930 2.0576
C 0.8249 2.8674 2.9919
C -0.2668 2.1492 3.7123
C -0.3454 0.6043 3.4564
C 0.7131 0.0381 2.5686
C 3.8610 -0.9322 1.3334
C 4.4646 -1.9482 0.5916
C 5.5706 -2.6058 1.1072
C 6.0603 -2.2574 2.3603
C 5.4567 -1.2471 3.0972
C 4.3546 -0.5762 2.5862
H 3.8053 1.9031 0.2798
H 3.9367 0.8638 -1.1222
H 2.0686 1.7866 -3.0984
H 0.5488 2.1228 -2.3098
H -1.8632 -0.6781 -2.1349
H -3.6374 -0.5519 -3.8518
H -3.0463 0.0056 -6.1840
H -0.6880 0.4209 -6.8024
H 1.0873 0.2794 -5.1008
H 1.2485 -2.8956 -3.0727
H 2.9688 -4.1845 -4.2626
H 5.0979 -3.0958 -4.9237
H 5.4606 -0.7034 -4.4241
H 3.7457 0.5956 -3.2800
H 4.5024 3.4418 -1.2174
H 4.7775 5.8804 -1.1837
H 2.8053 7.3621 -0.9849
H 0.5433 6.3697 -0.7918
H 0.2627 3.9211 -0.7684
H 2.3030 2.8817 1.5106
H 0.9626 3.9196 3.2234
H -0.2560 2.4179 4.7670
H -0.4273 0.0130 4.3660
H 0.8927 -1.0352 2.6048
H 4.0718 -2.2218 -0.3827
H 6.0465 -3.3932 0.5364
H 6.9206 -2.7768 2.7643
H 5.8442 -0.9814 4.0729
H 3.8857 0.2155 3.1598
Te 0.8017 -3.6150 -0.1578
F -3.6545 -5.5734 5.6781
C -3.2525 -4.3308 5.9732
F -2.2064 -4.4202 6.8040
F -4.2503 -3.7152 6.6181
C -2.8859 -3.5838 4.7124
C -1.5724 -3.5714 4.2748
C -1.2498 -2.9113 3.0973
C -2.2389 -2.2628 2.3656
C -3.5623 -2.2946 2.8070
C -3.8834 -2.9526 3.9817
P -1.8473 -1.3232 0.8665
C -3.2221 -1.6246 -0.2772
C -4.2881 -0.7405 -0.3981
C -5.3159 -1.0176 -1.2914
C -5.2639 -2.1664 -2.0601
C -4.2084 -3.0610 -1.9369
C -3.1852 -2.7891 -1.0471
C -6.3293 -2.4514 -3.0907
F -5.8099 -2.3207 -4.3263
F -7.3600 -1.6101 -2.9843
F -6.7894 -3.7008 -2.9747
C -1.8891 0.4286 1.3328
C -1.8895 1.3492 0.3555
C -1.8762 2.7887 0.6465
C -1.8190 3.2349 1.8928
C -1.7069 2.3317 3.0830
C -1.7655 0.8042 2.7791
C -1.8376 4.7307 2.1259
F -1.6894 5.0112 3.4302
F -2.9829 5.2817 1.7096
F -0.8351 5.3353 1.4631
H -0.8071 -4.0781 4.8482
H -0.2268 -2.9291 2.7473
H -4.3467 -1.8103 2.2380
H -4.9073 -2.9763 4.3307
H -4.3283 0.1615 0.1982
H -6.1515 -0.3375 -1.3898
H -4.1875 -3.9603 -2.5405
H -2.3532 -3.4770 -0.9583
H -2.0071 1.0521 -0.6816
H -1.9556 3.4877 -0.1795
H -2.4288 2.6435 3.8339
H -2.5342 0.2831 3.3461
*
```

Entry 3:
# C30H67BN12O29

A 13-piece molecular cluster, C30H67BN12O29 overall at a distorted geometry (ωB97M-V with the def2-TZVPD basis set, OMol25).

Kohn-Sham gap in eV: 7.7
LUMO in eV: -1.67
E in Eh: -4046.03982
Highest occupied orbital energy in eV: -9.410

```
! RIJCOSX wB97M-V def2-TZVPD def2/J DEFGRID3
* xyz 0 1
C 2.8759 -1.0081 3.1957
O 2.2466 -1.5525 2.0469
C 3.1211 -2.3155 1.2349
C 4.0540 -1.4946 0.3340
C 3.6640 -0.0378 0.2536
C 4.4568 0.6686 -0.8552
C 5.1098 1.9561 -0.3993
C 4.2678 3.1714 -0.6497
C 2.9083 3.1646 0.0197
C 2.8888 2.8788 1.5211
C 1.9186 3.7816 2.2856
C 0.5702 3.1613 2.5539
C -0.0471 2.6034 1.2804
C -1.1588 1.5384 1.4022
C -1.6506 1.2974 0.0264
C -2.8912 1.0990 -0.4850
B -4.3643 1.0161 0.1083
C -4.8627 1.3980 1.5229
O -5.3358 0.6275 -0.7524
C -2.7388 0.9414 -1.9442
O -3.5962 0.7167 -2.8405
O -1.3900 1.0825 -2.2735
C -0.6812 1.2475 -1.1038
O 0.5792 1.3067 -1.0988
H 2.9621 0.0624 3.0997
H 2.3026 -1.2580 4.0640
H 3.8803 -1.3914 3.2974
H 2.5164 -2.9674 0.6234
H 3.7163 -2.9741 1.8455
H 4.0424 -1.8863 -0.6694
H 5.0388 -1.5748 0.7370
H 3.9772 0.4266 1.1686
H 2.6016 0.0656 0.1296
H 5.2600 -0.0033 -1.1097
H 3.8659 0.8122 -1.7485
H 6.0118 2.0825 -0.9801
H 5.4333 1.8818 0.6295
H 4.7848 4.0945 -0.4211
H 4.0691 3.1933 -1.7123
H 2.3238 2.4164 -0.4935
H 2.4248 4.1036 -0.1834
H 3.8778 2.9141 1.9480
H 2.5508 1.8650 1.6715
H 1.8087 4.6846 1.7089
H 2.3388 4.0891 3.2274
H -0.0441 3.9767 2.8950
H 0.5942 2.4659 3.3764
H 0.7033 2.1642 0.6597
H -0.5045 3.4126 0.7247
H -0.7256 0.6285 1.7953
H -1.9240 1.8456 2.0933
H -4.3106 2.1547 2.0529
H -4.9739 0.4962 2.1033
H -5.8589 1.7817 1.3856
H -5.0285 -0.0183 -1.4128
C -5.4021 0.6770 -5.3450
N -6.5206 1.3953 -6.0211
O -7.2792 2.0516 -5.3282
O -6.6042 1.2722 -7.2319
H -5.4530 0.8727 -4.2837
H -5.5257 -0.3805 -5.5580
H -4.4736 1.0470 -5.7667
C -4.8683 -2.3971 -4.4460
N -5.0421 -2.6110 -2.9824
O -4.6484 -3.6486 -2.4869
O -5.5988 -1.7086 -2.3656
H -4.3925 -3.2675 -4.8685
H -5.8506 -2.2421 -4.8712
H -4.2518 -1.5112 -4.5707
C -7.1636 -0.1759 5.1924
N -6.4817 0.9160 4.4400
O -7.1276 1.5201 3.6076
O -5.3128 1.1229 4.7085
H -8.1864 -0.2393 4.8445
H -6.6212 -1.0959 4.9961
H -7.1188 0.0778 6.2468
C -1.5671 4.2886 7.4004
N -0.5837 3.4853 6.6232
O -0.0367 4.0321 5.6855
O -0.3840 2.3406 6.9961
H -1.6272 5.2738 6.9547
H -2.5139 3.7748 7.3489
H -1.2072 4.3371 8.4236
C -0.7307 -4.3560 -3.8136
N -1.5647 -4.9189 -4.9156
O -1.1182 -5.8434 -5.5730
O -2.6651 -4.4248 -5.0966
H 0.2063 -4.8988 -3.7790
H -0.5689 -3.3052 -4.0340
H -1.2925 -4.4755 -2.8919
C 6.6589 -5.5546 1.7523
N 6.0972 -4.2537 2.1978
O 5.6126 -4.1822 3.3145
O 6.1566 -3.3202 1.4114
H 6.5301 -6.2664 2.5583
H 6.1150 -5.8609 0.8642
H 7.7123 -5.3844 1.5253
C 0.8645 3.2843 -3.5150
N 1.6960 4.2098 -4.3365
O 2.4874 3.7202 -5.1229
O 1.5244 5.4043 -4.1608
H 1.1214 2.2658 -3.7723
H 1.0841 3.4881 -2.4725
H -0.1756 3.4959 -3.7416
C 1.8514 -7.7399 -6.3570
N 2.5223 -7.8037 -5.0307
O 2.7953 -6.7531 -4.4794
O 2.7478 -8.9144 -4.5805
H 1.7129 -6.7003 -6.6236
H 2.4874 -8.2499 -7.0731
H 0.8974 -8.2467 -6.2563
C 10.2279 -2.1445 1.2723
N 9.5173 -3.4367 1.4765
O 9.0333 -3.9835 0.5004
O 9.4587 -3.8621 2.6178
H 10.1920 -1.8989 0.2188
H 9.7165 -1.3972 1.8702
H 11.2489 -2.2800 1.6138
C -0.9924 7.9608 2.2751
N -0.6767 6.7064 3.0172
O 0.4962 6.4032 3.1458
O -1.6260 6.0690 3.4409
H -0.0614 8.4148 1.9603
H -1.6069 7.6885 1.4232
H -1.5393 8.6090 2.9517
C -8.6937 -1.1334 -6.2577
N -7.6555 -1.3640 -7.3039
O -8.0126 -1.4107 -8.4623
O -6.5003 -1.4902 -6.9159
H -9.6548 -1.0414 -6.7465
H -8.6734 -1.9851 -5.5849
H -8.4303 -0.2208 -5.7316
C 0.8471 -1.9263 6.6800
N -0.5442 -2.2946 7.0667
O -1.2954 -2.6934 6.1947
O -0.8331 -2.1716 8.2451
H 0.9676 -2.0884 5.6171
H 0.9903 -0.8819 6.9374
H 1.5178 -2.5620 7.2488
*
```

Computed ΔE to the lowest compared entry with this formula, charge and spin, in the same sequence as the records: 0.00 55.23 16.66 kcal/mol.